No. 1
C14H11ClF3NO2 | ωB97M-V/def2-TZVPD

```
32
Properties=species:S:1:pos:R:3:nbo_charge:R:1
O 0.703 2.308 -0.949 -0.544
C -0.520 2.085 -0.786 0.562
C -1.192 0.922 -1.564 -0.517
C -0.317 0.177 -2.631 -0.214
N 0.759 -0.389 -1.773 -0.625
C 0.807 -1.427 -0.914 0.280
C -0.188 -2.355 -0.820 -0.323
C -0.040 -3.319 0.098 -0.187
C 1.086 -3.392 0.880 -0.049
Cl 1.121 -4.570 2.216 -0.032
C 2.148 -2.457 0.799 -0.138
C 3.238 -2.401 1.800 0.983
F 4.109 -1.342 1.539 -0.355
F 3.994 -3.454 1.671 -0.294
F 2.772 -2.111 3.004 -0.300
C 1.990 -1.483 -0.135 -0.243
C -1.363 2.806 0.234 0.134
C -2.335 2.395 1.065 -0.245
C -2.809 3.545 1.886 -0.319
C -2.060 4.580 1.324 0.117
O -1.136 4.145 0.388 -0.384
H -1.945 1.460 -2.123 0.226
H -1.706 0.145 -0.949 0.242
H 0.142 0.897 -3.279 0.219
H -0.808 -0.562 -3.387 0.220
H 1.373 0.365 -1.518 0.405
H -1.008 -2.327 -1.536 0.219
H -0.815 -4.088 0.245 0.231
H 2.663 -0.653 -0.196 0.232
H -2.848 1.423 1.137 0.234
H -3.589 3.463 2.657 0.249
H -2.225 5.615 1.618 0.216
```

Values from the calculation:
relative energy (zero: lowest compared OMol25 entry of this formula, charge and spin): 47.0 kcal per mole
max |F|: 0.0698 hartree/bohr
structure (SMILES): O=C(CCNc1ccc(Cl)c(C(F)(F)F)c1)c1ccco1
calculated total energy: -40954.636 eV
LUMO level: 0.019 eV
2S+1: 1
gap between HOMO and LUMO: 7.8 eV

No. 2
C4H8O2S | ωB97M-V/def2-TZVPD

```
15
Properties=species:S:1:pos:R:3:nbo_charge:R:1
C -1.473 0.149 1.037 -0.726
C -0.449 -0.528 0.236 -0.026
S -0.822 -1.751 -0.796 -0.004
C 1.011 0.017 0.354 -0.017
O 1.293 0.617 1.590 -0.716
C 1.137 0.976 -0.815 -0.085
O 0.098 1.960 -0.903 -0.710
H -1.180 0.032 2.104 0.247
H -2.463 -0.197 0.775 0.234
H -1.481 1.230 0.870 0.261
H 1.641 -0.871 0.178 0.198
H 1.583 0.016 2.259 0.483
H 2.035 1.556 -0.617 0.201
H 1.121 0.399 -1.779 0.193
H -0.591 1.544 -1.411 0.465
```

Values from the calculation:
relative energy (zero: lowest compared OMol25 entry of this formula, charge and spin): 37.9 kcal per mole
max |F|: 0.0465 hartree/bohr
structure (SMILES): CC(=S)[C@H](O)CO
calculated total energy: -19206.755 eV
LUMO level: -0.142 eV
2S+1: 1
gap between HOMO and LUMO: 8.6 eV

No. 3
C5H10O2 | ωB97M-V/def2-TZVPD

```
17
Properties=species:S:1:pos:R:3:nbo_charge:R:1
C -2.494 0.339 -0.228 -0.639
C -1.230 -0.499 -0.202 0.371
O -0.783 -0.549 1.155 -0.536
C 0.500 0.023 1.145 -0.088
C 1.024 -0.381 -0.211 0.065
C 2.338 0.295 -0.564 -0.627
O -0.142 -0.011 -0.977 -0.528
H -2.310 1.369 0.092 0.217
H -2.994 0.336 -1.199 0.215
H -3.167 -0.123 0.504 0.224
H -1.459 -1.532 -0.511 0.143
H 0.435 1.122 1.122 0.162
H 1.058 -0.277 2.032 0.196
H 1.147 -1.473 -0.273 0.168
H 2.493 0.457 -1.632 0.231
H 3.150 -0.351 -0.204 0.219
H 2.434 1.256 -0.048 0.208
```

Values from the calculation:
relative energy (zero: lowest compared OMol25 entry of this formula, charge and spin): 35.2 kcal per mole
max |F|: 0.0084 hartree/bohr
structure (SMILES): C[C@@H]1OC[C@H](C)O1
calculated total energy: -9441.516 eV
LUMO level: 1.126 eV
2S+1: 1
gap between HOMO and LUMO: 10.8 eV

No. 4
C5H12N2 | ωB97M-V/def2-TZVPD

```
19
Properties=species:S:1:pos:R:3:nbo_charge:R:1
C 2.153 0.586 0.688 -0.505
C 0.972 0.937 0.164 0.206
N 0.315 2.113 0.618 -0.822
C 0.146 0.141 -0.829 -0.449
C -1.017 -0.613 -0.195 -0.044
C -0.566 -1.670 0.815 -0.628
N -1.753 -1.246 -1.308 -0.874
H 2.675 1.349 1.255 0.185
H 2.572 -0.408 0.710 0.206
H 0.874 2.597 1.325 0.364
H 0.185 2.794 -0.127 0.362
H -0.127 0.807 -1.648 0.224
H 0.840 -0.584 -1.264 0.207
H -1.719 0.053 0.298 0.200
H 0.310 -2.251 0.514 0.200
H -1.416 -2.328 0.977 0.214
H -0.214 -1.210 1.746 0.216
H -1.260 -2.005 -1.739 0.365
H -2.741 -1.294 -1.177 0.374
```

Values from the calculation:
relative energy (zero: lowest compared OMol25 entry of this formula, charge and spin): 23.0 kcal per mole
max |F|: 0.0304 hartree/bohr
structure (SMILES): C=C(N)C[C@H](C)N
calculated total energy: -8359.140 eV
LUMO level: 1.116 eV
2S+1: 1
gap between HOMO and LUMO: 9.6 eV

No. 5
C21H35FO5 | ωB97M-V/def2-TZVPD

```
62
Properties=species:S:1:pos:R:3:nbo_charge:R:1
F -1.839 -1.935 2.575 -0.356
C -0.615 -1.430 2.167 0.458
C 0.599 -2.064 2.297 -0.322
C 1.799 -1.341 1.972 -0.190
C 1.804 -0.027 1.491 -0.260
C 0.545 0.562 1.328 -0.169
C -0.680 -0.110 1.702 -0.306
H 0.641 -3.108 2.630 0.238
H 2.719 -1.868 2.090 0.213
H 2.739 0.503 1.159 0.234
H 0.468 1.593 1.037 0.228
H -1.654 0.348 1.654 0.235
C -4.685 1.826 2.361 -0.722
C -4.644 0.783 1.281 0.596
C -5.575 -0.373 1.416 -0.720
O -3.893 0.780 0.339 -0.552
H -4.828 1.314 3.325 0.224
H -5.537 2.477 2.178 0.243
H -3.713 2.295 2.426 0.241
H -5.836 -0.553 2.487 0.216
H -5.069 -1.286 1.024 0.235
H -6.442 -0.131 0.806 0.241
C -3.822 -4.899 0.239 -0.721
C -2.522 -4.195 -0.136 0.596
C -2.680 -2.890 -0.768 -0.739
O -1.457 -4.734 0.049 -0.542
H -4.413 -4.411 0.998 0.228
H -3.643 -5.921 0.543 0.230
H -4.485 -4.879 -0.610 0.220
H -3.337 -2.207 -0.269 0.236
H -2.920 -2.950 -1.867 0.244
H -1.670 -2.466 -0.605 0.244
C -0.022 0.580 -3.147 -0.730
C 0.916 0.753 -4.361 0.638
C 1.448 -0.590 -4.818 -0.725
O 1.203 1.797 -4.910 -0.575
H 0.561 0.234 -2.314 0.245
H -0.809 -0.204 -3.414 0.225
H -0.566 1.501 -2.865 0.230
H 1.679 -1.176 -3.941 0.237
H 2.286 -0.326 -5.384 0.223
H 0.745 -1.200 -5.394 0.232
C 3.758 2.224 3.247 -0.717
C 2.297 2.047 3.698 0.601
C 1.921 1.077 4.705 -0.730
O 1.478 2.810 3.208 -0.561
H 4.341 2.383 4.149 0.223
H 3.854 3.098 2.617 0.237
H 4.209 1.291 2.805 0.226
H 0.905 0.733 4.519 0.250
H 2.026 1.465 5.697 0.245
H 2.533 0.187 4.648 0.225
C 4.389 1.803 -4.804 -0.718
C 3.742 1.696 -3.421 0.636
C 3.658 2.993 -2.591 -0.730
O 3.396 0.651 -2.943 -0.578
H 4.006 2.691 -5.288 0.236
H 4.176 0.854 -5.289 0.232
H 5.453 1.892 -4.605 0.229
H 2.999 2.904 -1.680 0.235
H 3.409 3.858 -3.181 0.228
H 4.660 3.271 -2.260 0.230
```

Values from the calculation:
relative energy (zero: lowest compared OMol25 entry of this formula, charge and spin): 22.8 kcal per mole
max |F|: 0.0623 hartree/bohr
structure (SMILES): Fc1ccccc1.CC(C)=O.CC(C)=O.CC(C)=O.CC(C)=O.CC(C)=O
calculated total energy: -35298.164 eV
LUMO level: 0.665 eV
2S+1: 1
gap between HOMO and LUMO: 9.9 eV

No. 6
C30H28NO4PS2Se2Ti | ωB97M-V/def2-TZVPD

```
69
Properties=species:S:1:pos:R:3:nbo_charge:R:1
Ti -0.888 0.110 -0.117 1.470
C -1.793 0.389 3.586 -0.762
Se -0.301 -0.371 2.602 0.342
C -0.824 -2.249 2.785 -0.558
C -1.949 -2.665 1.863 -0.574
Se -1.310 -2.555 0.026 0.373
C -2.968 -2.851 -0.938 -0.763
H -1.697 0.080 4.623 0.236
H -2.730 0.055 3.149 0.239
H -1.709 1.469 3.499 0.262
H -1.108 -2.359 3.831 0.248
H 0.084 -2.824 2.606 0.249
H -2.835 -2.037 1.954 0.248
H -2.220 -3.704 2.051 0.245
H -3.255 -3.892 -0.818 0.238
H -2.732 -2.638 -1.977 0.268
H -3.733 -2.181 -0.559 0.239
O -0.633 -2.040 -3.169 -0.551
C -0.140 -1.037 -2.727 0.795
O -0.813 -0.184 -1.933 -0.848
C 1.261 -0.623 -3.055 -0.148
C 1.665 -0.754 -4.377 -0.156
C 2.935 -0.355 -4.759 -0.181
C 3.813 0.158 -3.816 -0.199
C 3.432 0.250 -2.485 -0.124
C 2.156 -0.139 -2.089 -0.341
P 1.708 -0.203 -0.322 0.849
C 2.802 0.956 0.538 -0.395
C 4.119 0.629 0.862 -0.196
C 4.923 1.559 1.502 -0.194
C 4.420 2.813 1.823 -0.176
C 3.110 3.141 1.507 -0.218
C 2.299 2.213 0.869 -0.121
C 2.242 -1.865 0.208 -0.384
C 2.529 -2.088 1.557 -0.226
C 2.838 -3.364 2.003 -0.203
C 2.861 -4.427 1.109 -0.191
C 2.584 -4.209 -0.232 -0.210
C 2.278 -2.933 -0.684 -0.135
H 0.965 -1.157 -5.096 0.240
H 3.240 -0.441 -5.793 0.232
H 4.802 0.480 -4.111 0.229
H 4.129 0.633 -1.753 0.221
H 4.513 -0.351 0.624 0.228
H 5.944 1.304 1.752 0.227
H 5.049 3.535 2.326 0.228
H 2.714 4.115 1.759 0.228
H 1.277 2.470 0.620 0.221
H 2.534 -1.260 2.256 0.232
H 3.074 -3.526 3.046 0.226
H 3.109 -5.421 1.457 0.229
H 2.610 -5.032 -0.933 0.229
H 2.065 -2.776 -1.734 0.221
O -1.825 3.250 1.734 -0.880
S -2.086 2.560 0.510 2.277
O -0.864 2.284 -0.292 -0.976
N -2.675 1.048 0.673 -1.015
C -4.034 1.017 0.471 0.088
S -5.002 -0.249 0.813 -0.026
C -4.492 2.299 -0.141 -0.135
C -5.772 2.618 -0.557 -0.141
C -5.995 3.863 -1.132 -0.169
C -4.962 4.784 -1.280 -0.173
C -3.677 4.486 -0.845 -0.187
C -3.477 3.234 -0.301 -0.263
H -6.569 1.896 -0.435 0.251
H -6.990 4.120 -1.469 0.235
H -5.159 5.747 -1.730 0.236
H -2.870 5.199 -0.935 0.244
```

Values from the calculation:
relative energy (zero: lowest compared OMol25 entry of this formula, charge and spin): 0.0 kcal per mole
max |F|: 0.0076 hartree/bohr
calculated total energy: -226009.431 eV
charge: +1
LUMO level (alpha / beta): -3.254 / -3.236 eV
expectation value of S²: 0.754
2S+1: 2
gap between HOMO and LUMO (alpha / beta): 8.2 / 8.2 eV